Entry 1:
19
Properties=species:S:1:pos:R:3 method="wB97M-V/def2-TZVPD" homo_lumo_gap_ha=0.385 lumo_energy_ha=0.0272 homo_ev=-9.73 smiles=CC[C@@H](O)CCO multiplicity=1 charge=0
C -1.12332 -1.27960 -2.13507
C -0.04155 -0.41337 -1.50124
C -0.48177 0.23680 -0.19117
O -1.00185 -0.79025 0.63358
C 0.69125 1.06442 0.39917
C 0.86819 1.00659 1.90564
O 1.21159 -0.33592 2.22711
H -0.78953 -1.68038 -3.09801
H -1.36908 -2.11614 -1.47534
H -2.04210 -0.70604 -2.30544
H 0.27924 0.37795 -2.19312
H 0.84237 -1.02830 -1.28322
H -1.31238 0.93089 -0.40562
H -0.70227 -0.66007 1.54134
H 0.56134 2.11400 0.10933
H 1.63845 0.72890 -0.04087
H -0.05029 1.31521 2.42959
H 1.66694 1.70028 2.20863
H 1.15478 -0.46499 3.17473


Entry 2:
20
Properties=species:S:1:pos:R:3 method="wB97M-V/def2-TZVPD" s2=0.77 homo_lumo_gap_ha="0.083 / 0.196" lumo_energy_ha="0.1185 / 0.1131" homo_ev="0.96 / -2.26" multiplicity=2 charge=-1
C -1.88001 -1.89383 1.04443
C -1.39047 -0.47944 0.79125
C -0.69296 -0.12389 -0.33597
C -0.10592 1.16458 -0.56861
C 0.64049 1.56832 -1.62275
O 1.22372 2.85357 -1.70605
H -2.46864 -1.91645 1.95991
H -2.46797 -2.27107 0.19741
H -1.00826 -2.55557 1.12935
H -1.38463 0.21608 1.62915
H -0.59448 -0.87556 -1.12043
H -0.19374 1.87512 0.25611
H 0.92834 1.04919 -2.52689
H 1.07574 3.32619 -0.89018
H 1.89708 -0.64314 4.70443
H 1.56596 -0.93977 6.15795
O 1.51380 -0.22654 5.49858
H 1.74538 -0.33484 -4.53628
H 0.74479 0.55447 -5.18635
O 0.85179 -0.34741 -4.87507


Entry 3:
20
Properties=species:S:1:pos:R:3 method="wB97M-V/def2-TZVPD" homo_lumo_gap_ha=0.331 lumo_energy_ha=0.0239 homo_ev=-8.36 smiles="C=C/C(O)=C/C.O.O" multiplicity=1 charge=0
C -2.54176 0.18861 -0.79121
C -1.68936 -0.05480 0.42477
C -0.45746 0.35160 0.74564
O 0.23636 1.22520 -0.05415
C 0.24491 -0.08037 1.96883
C 1.49517 0.19415 2.33898
H -3.45401 0.67849 -0.45448
H -2.74619 -0.77344 -1.25668
H -2.02170 0.85620 -1.47811
H -2.15790 -0.42799 1.33606
H 1.19634 1.12913 -0.00960
H -0.34144 -0.55036 2.75379
H 2.26058 0.59201 1.68818
H 1.75810 0.09785 3.38492
H 0.67009 -1.45757 -1.86837
H -0.42632 -0.60441 -2.51984
O 0.44470 -0.98097 -2.67356
H 1.78488 -0.24236 -1.43913
H 3.24240 0.09037 -1.31186
O 2.50262 -0.23132 -0.78417


Entry 4:
20
Properties=species:S:1:pos:R:3 method="wB97M-V/def2-TZVPD" homo_lumo_gap_ha=0.399 lumo_energy_ha=0.0362 homo_ev=-9.88 smiles="CC(C)OO.CC=O" multiplicity=1 charge=0
C -1.16368 -0.87564 -0.36753
C -1.04252 -0.14051 -1.67500
C -2.19636 -0.29744 0.57758
O 0.14857 -0.80878 0.41771
O 1.08659 -1.71187 -0.14649
H 1.64152 -1.12519 -0.70682
H -1.33172 -1.94590 -0.52938
H -2.22353 -0.85718 1.50677
H -1.17661 0.93182 -1.55866
H 0.01654 -0.22100 -2.04372
H -1.78266 -0.51123 -2.38083
H -3.17055 -0.34447 0.10113
H -1.95825 0.73790 0.80180
C 2.21984 0.92028 1.39913
C 1.40871 1.08189 0.15370
O 1.77471 0.75470 -0.97274
H 0.54490 1.76261 0.27603
H 1.59029 0.48651 2.16989
H 3.07096 0.26765 1.22591
H 2.54327 1.89584 1.75149


Entry 5:
20
Properties=species:S:1:pos:R:3 method="wB97M-V/def2-TZVPD" homo_lumo_gap_ha=0.397 lumo_energy_ha=0.0308 homo_ev=-9.97 smiles="CCOC(=O)CC.O" multiplicity=1 charge=0
O -0.59308 -1.36971 -0.65810
O 0.74010 0.27697 0.06679
C -0.14486 -0.67489 0.25931
C 2.24774 0.21337 -1.79098
C 0.52604 -0.61288 2.72012
C 0.91356 0.86672 -1.25805
C -0.56828 -0.89811 1.73856
H 3.03619 0.43319 -1.05163
H 2.56754 0.60205 -2.77244
H 2.13172 -0.88089 -1.86676
H 1.18236 -1.48893 2.58451
H 0.19459 -0.58102 3.77166
H 1.10835 0.29931 2.50700
H 0.04932 0.72785 -1.93574
H 1.08479 1.95502 -1.14967
H -1.43145 -0.21366 1.84774
H -0.94441 -1.93379 1.84498
O -3.68970 1.29476 -1.66534
H -4.57881 1.66105 -1.45662
H -3.83172 0.32359 -1.73532


Entry 6:
20
Properties=species:S:1:pos:R:3 method="wB97M-V/def2-TZVPD" homo_lumo_gap_ha=0.333 lumo_energy_ha=0.0292 homo_ev=-8.26 smiles="C=C/C(O)=C/C.O.O" multiplicity=1 charge=0
C -0.71403 3.79380 -0.77460
C -0.09207 2.46483 -1.16156
C 0.18281 1.38956 -0.36250
O -0.33130 1.48476 0.86599
C 0.97068 0.15949 -0.61422
C 1.56243 -0.47633 0.35954
H -1.72042 3.71502 -0.38373
H -0.07628 4.33181 -0.01848
H -0.80016 4.48875 -1.58198
H 0.32399 2.41393 -2.13331
H -1.34960 1.45687 0.91971
H 1.26249 0.08360 -1.65688
H 1.18747 -0.17546 1.39972
H 2.23601 -1.22290 0.17584
H -0.65876 -3.96713 -5.16717
H -1.66271 -4.41916 -3.73777
O -0.82939 -4.30885 -4.13110
H 0.73801 -3.95255 5.43071
H -0.34913 -3.77455 6.67716
O 0.11999 -3.48550 5.89461